Record 1
{"formula": "C7H5NO4", "method": "ωB97M-V with the def2-TZVPD basis set", "spin_multiplicity": 1, "orbital_gap_ev": 9.88, "homo_ev": -10.30, "relative_energy_kj_mol": 59.9, "smiles": "O=C(O)c1cccnc1C(=O)O", "species": ["O", "C", "O", "C", "C", "C", "C", "N", "C", "C", "O", "O", "H", "H", "H", "H", "H"], "xyz": [[-0.8226, -2.4967, -1.1992], [-0.0016, -1.6853, -1.0304], [1.3449, -1.9553, -1.4106], [-0.0614, -0.1376, -0.6279], [-0.2736, 0.7946, -1.5757], [-0.3943, 2.1660, -1.0878], [-0.3496, 2.3866, 0.2700], [-0.1603, 1.4649, 1.1778], [-0.0348, 0.1971, 0.7299], [0.1108, -0.9154, 1.7380], [0.5031, -2.0529, 1.5394], [-0.0228, -0.5225, 3.0237], [1.3267, -2.9557, -1.4401], [-0.3655, 0.6897, -2.6398], [-0.4835, 2.9515, -1.8144], [-0.3385, 3.3736, 0.7226], [0.0229, -1.3028, 3.6246]]}

Record 2
{"formula": "C7H5NS", "method": "ωB97M-V with the def2-TZVPD basis set", "spin_multiplicity": 1, "orbital_gap_ev": [8.33, 7.33], "homo_ev": [-9.48, -8.18], "relative_energy_kj_mol": 679.1, "species": ["C", "C", "C", "C", "C", "C", "C", "N", "S", "H", "H", "H", "H", "H"], "xyz": [[-0.5438, 2.0096, -1.6410], [0.6216, -1.4336, 0.7958], [-0.6208, -1.8168, 0.1590], [1.1309, -0.2151, 0.8851], [-1.2600, -1.0525, -0.7185], [0.3644, 1.1049, 0.6681], [0.1261, 1.8448, -0.5091], [-1.2252, 2.1534, -2.5658], [1.3825, 2.5408, 0.3862], [1.2338, -2.2243, 1.2272], [-0.9157, -2.9217, 0.1336], [2.2146, 0.1552, 1.0133], [-2.1477, -1.3596, -1.3512], [-0.3608, 1.2149, 1.5172]]}

Record 3
{"formula": "C7H5O4S2", "method": "ωB97M-V with the def2-TZVPD basis set", "spin_multiplicity": 1, "orbital_gap_ev": 7.71, "homo_ev": -4.47, "relative_energy_kj_mol": 0.0, "total_charge": -1, "species": ["C", "C", "C", "C", "C", "C", "C", "O", "O", "O", "O", "S", "S", "H", "H", "H", "H", "H"], "xyz": [[-2.2544, 0.8735, 0.5590], [-1.3323, 1.8326, 1.0179], [-1.8641, -0.2732, -0.0807], [0.0044, 1.6634, 0.7925], [-0.4876, -0.4656, -0.2747], [0.3842, 0.4801, 0.1468], [1.9267, -1.1223, -1.4267], [-0.3223, -2.2648, -2.1618], [0.5031, -2.8576, 0.1818], [2.7380, -0.5309, 1.1373], [2.7871, 1.2639, -0.4191], [0.4294, -1.9161, -0.9509], [2.1127, 0.0507, -0.0720], [-3.4025, 1.0612, 0.7713], [-1.8575, 2.7116, 1.4152], [-2.7358, -0.9442, -0.3567], [0.6552, 2.3786, 1.1516], [2.7157, -1.9410, -1.4307]]}